Record 1
25
Properties=species:S:1:pos:R:3:forces:R:3:nbo_charge:R:1 method="wB97M-V/def2-TZVPD" e_above_lowest_kcal_mol=9.11 smiles=CN(C)C[C@@H]1CCCSS1 total_charge=0
C 3.108940 0.066517 -0.243226 0.7932 0.7268 0.8571 -0.40
N 1.761563 -0.217441 0.114731 -1.4530 -0.7015 0.7380 -0.45
C 1.669086 -1.164753 1.241425 1.5122 0.5259 -0.9238 -0.42
C 0.931389 -0.608404 -1.017860 -0.0071 0.3617 -0.2419 -0.22
C -0.610005 -0.405217 -0.847536 1.0604 1.3636 -0.1693 -0.37
C -0.805492 0.909543 -0.022024 0.4322 -0.2140 0.1275 -0.41
C -2.229812 1.397366 -0.104659 -0.1464 0.6243 -0.6185 -0.42
C -3.191183 0.547084 0.699972 0.3575 -0.2010 -1.4104 -0.53
S -3.407818 -1.026590 -0.145901 -0.0496 -0.6056 0.0096 0.09
S -1.503060 -1.805217 -0.150822 0.0766 -0.0885 0.3406 0.10
H 3.151033 0.951736 -0.893519 0.0715 -0.3631 -0.0467 0.20
H 3.641994 -0.779888 -0.685527 0.1585 -0.1240 -0.2562 0.16
H 3.638029 0.339095 0.701771 -0.1628 -0.1509 -0.7561 0.20
H 0.661474 -1.211977 1.589352 -0.6375 -0.0636 0.3841 0.21
H 2.366472 -0.801130 2.040632 -0.7164 -0.5827 -0.5622 0.20
H 1.968159 -2.160843 0.850582 0.0174 0.0695 0.6223 0.17
H 1.225083 0.151187 -1.778631 -0.3055 -0.8444 0.0013 0.21
H 1.111537 -1.650048 -1.393893 0.2211 0.5725 0.1452 0.18
H -0.961746 -0.254752 -1.897793 -0.0935 -0.0290 0.8371 0.22
H -0.497815 0.788896 1.052848 -0.1467 -0.1160 -1.0409 0.21
H -0.130079 1.668635 -0.458692 -0.2095 -0.3234 0.2029 0.22
H -2.479146 1.403917 -1.185864 -0.3427 -0.1469 0.5445 0.20
H -2.344997 2.440565 0.191965 0.2888 0.0979 0.3050 0.21
H -2.902001 0.467550 1.725322 0.2009 -0.2447 0.6994 0.22
H -4.171602 0.954171 0.617354 -0.9197 0.4570 0.2113 0.23

---

Record 2
25
Properties=species:S:1:pos:R:3:forces:R:3:nbo_charge:R:1 method="wB97M-V/def2-TZVPD" e_above_lowest_kcal_mol=4.53 smiles="C[P@@H](=S)C(C)(C)C.C=C=O" total_charge=0
C -0.001473 1.940451 1.107801 0.7455 -0.3609 -1.6607 -0.95
P 0.093662 0.362044 0.115165 -1.1258 0.1071 -0.0904 1.08
S 1.747906 0.499002 -0.906629 0.2586 -0.3758 -0.0234 -0.63
C -0.179514 -1.304723 0.966074 -1.7724 -1.5117 1.0263 -0.30
C -1.430541 -1.515167 2.129528 3.7467 1.2767 -0.9569 -0.59
C -0.298968 -2.356847 -0.214994 -2.6852 3.4651 0.1100 -0.62
C 1.107423 -1.650192 1.607565 0.5085 0.7781 3.2391 -0.65
H 0.492296 2.668127 0.354203 -1.4765 -0.8783 1.2525 0.28
H -0.931476 2.214161 1.625442 0.3868 0.0077 -0.4331 0.24
H 0.812307 1.741942 1.775414 0.3551 0.1244 0.9713 0.24
H -1.047231 0.269573 -0.702848 -0.0695 0.4085 0.0371 -0.05
H -2.285638 -0.959720 1.865090 -1.0474 0.8355 -0.3135 0.20
H -1.729154 -2.566398 2.169680 0.5376 0.1375 0.2722 0.22
H -0.939719 -1.063235 3.065936 -1.1452 -1.1026 -1.0963 0.21
H -1.340142 -2.255196 -0.627272 0.9227 -0.0734 -0.0444 0.20
H -0.226942 -3.342355 0.101711 0.6365 -1.7255 0.7753 0.22
H 0.415134 -2.031845 -0.942489 0.4835 -0.4510 -0.7069 0.23
H 1.198082 -2.654700 1.978257 -0.5432 -0.7175 0.1892 0.21
H 1.867113 -1.570867 0.906797 1.7159 0.4261 -1.2528 0.24
H 1.368610 -1.007562 2.517508 -0.2887 -0.5167 -1.2164 0.20
C 0.499155 3.074098 -4.252050 -0.6549 0.0625 1.3193 -0.79
C -0.078448 2.800773 -3.086838 -0.0803 -1.0611 -0.2450 0.74
O -0.596743 2.389163 -2.120168 0.4617 1.1302 -1.0951 -0.48
H 0.508661 4.056149 -4.671283 -0.0513 0.3524 0.0038 0.26
H 0.975639 2.263324 -4.761600 0.1814 -0.3372 -0.0612 0.27

---

Record 3
23
Properties=species:S:1:pos:R:3:forces:R:3:nbo_charge:R:1 method="wB97M-V/def2-TZVPD" e_above_lowest_kcal_mol=28.42 smiles=CP[C@@H](C)[C@H]1C[C@@H]1C total_charge=0
C 2.724410 0.310435 -1.316483 1.7830 0.1757 -0.5643 -0.95
P 2.150269 0.944523 0.309692 -0.0510 -3.0589 1.0451 0.53
C 0.712171 -0.388434 0.584660 -0.2151 3.3053 3.5462 -0.40
C 1.071612 -1.161709 1.869564 1.7644 0.1192 0.4095 -0.63
C -0.694667 0.274348 0.643736 2.0522 0.1442 0.3988 -0.22
C -1.076108 1.099252 -0.536061 -0.2205 -1.9554 0.2343 -0.43
C -1.783222 -0.238387 -0.185668 -2.1552 2.7551 0.4215 -0.23
C -3.235447 -0.094454 0.207120 -0.7718 1.4552 2.4303 -0.62
H 2.445172 1.066994 -2.087238 0.3366 -1.0678 0.2007 0.24
H 2.513273 -0.738215 -1.562833 -0.9426 0.4732 -0.0240 0.23
H 3.834425 0.194399 -1.259372 -0.5511 0.7752 -0.2277 0.23
H 1.412211 1.943102 -0.167455 -1.3176 1.4813 -0.7620 -0.06
H 0.703478 -1.087717 -0.152433 0.1096 -1.6028 -2.5903 0.20
H 1.817151 -0.685977 2.551748 -0.7924 0.4188 -0.5136 0.21
H 1.684156 -1.997898 1.550606 -0.1936 -0.6694 0.0104 0.21
H 0.290020 -1.512084 2.523214 -0.6776 -0.1704 -0.1974 0.21
H -0.999909 0.665329 1.622186 0.1637 -0.1528 -0.3424 0.22
H -0.552819 0.968256 -1.429475 1.4877 -0.3067 -1.0600 0.20
H -1.477396 2.058846 -0.571149 -1.2918 1.2915 0.8147 0.21
H -1.653092 -0.908638 -0.953837 0.7882 -1.8487 -1.2379 0.21
H -3.423907 0.087912 1.320285 0.6721 -0.6860 -1.0400 0.20
H -3.909038 -0.882378 -0.060356 -0.0807 -0.6682 -0.3443 0.22
H -3.675365 0.844129 -0.145034 0.1034 -0.2077 -0.6074 0.21

---

Record 4
31
Properties=species:S:1:pos:R:3:forces:R:3:nbo_charge:R:1 method="wB97M-V/def2-TZVPD" e_above_lowest_kcal_mol=80.08 total_charge=-2
C 2.056790 -2.773336 0.363319 -1.5587 -0.5967 -0.2425 -0.26
O 2.195297 -1.639115 1.288559 -0.0436 -0.8352 -2.4788 -0.59
C 2.244710 -0.345106 0.592224 0.4928 2.9199 0.5882 -0.11
C 0.829314 0.522358 0.687372 0.4574 -0.3445 -0.5429 -0.46
C -0.325029 -0.375432 -0.058559 0.6118 0.2444 -0.0982 -0.43
C -1.628555 0.471102 -0.581839 -0.2880 -0.8673 -0.3241 -0.42
C -2.614517 1.001898 0.618499 -0.1951 0.9234 -1.0948 -0.40
C -4.179940 0.499737 0.310957 -0.2412 0.8494 0.7723 -0.82
B -4.440930 -1.067974 0.742009 0.3403 1.4934 -0.8022 0.47
I -3.680569 -2.840609 -0.344271 -0.4419 0.9760 0.6072 -0.09
H 2.896020 -3.588813 0.450569 -1.2858 1.7873 0.0430 0.17
H 1.026035 -3.307238 0.642601 2.0613 0.8676 -0.5816 0.15
H 1.939770 -2.464160 -0.774134 0.5174 -0.3943 2.4168 0.20
H 3.059287 0.321505 1.154625 -1.6682 -1.5263 -1.5035 0.25
H 2.573306 -0.393080 -0.529531 -0.5106 -0.0640 2.0551 0.24
H 0.579480 0.800983 1.810229 0.3143 -0.8706 -2.1300 0.17
H 1.001369 1.551862 0.130506 -0.0612 -2.2000 0.8241 0.29
H 0.193132 -0.878309 -1.007119 -1.1609 1.1791 1.9663 0.22
H -0.590844 -1.263119 0.682245 0.0960 1.7801 -1.5846 0.19
H -1.332356 1.363417 -1.316039 -0.3497 -1.9153 1.8774 0.24
H -2.280559 -0.264451 -1.258837 1.3618 1.5106 1.4177 0.18
H -2.642010 2.193314 0.553369 0.0454 -2.6033 0.3815 0.22
H -2.268765 0.711905 1.702813 -0.6331 0.3809 -2.2072 0.22
H -4.853420 1.182781 1.018831 1.1680 -1.5224 -1.4359 0.22
H -4.512569 0.766215 -0.788723 0.9897 -0.6202 2.0476 0.25
H -5.124075 -1.259510 1.708118 0.2786 -0.3777 -0.1750 -0.10
O 4.172988 0.959220 -2.306915 -0.0034 -1.1497 -0.4849 -1.14
S 3.975836 2.214657 -1.559540 0.4549 0.3514 -0.2321 2.59
O 4.277911 1.990557 -0.134117 0.1075 -0.2551 1.2363 -1.15
O 2.576804 2.656834 -1.701757 -1.3831 0.2419 0.0173 -1.15
O 4.876088 3.251906 -2.095464 0.5272 0.6372 -0.3324 -1.13

---

Record 5
33
Properties=species:S:1:pos:R:3:forces:R:3:nbo_charge:R:1 method="wB97M-V/def2-TZVPD" total_charge=0
C -1.660276 1.350826 0.208512 0.1069 -0.2513 0.5292 -0.58
C -0.386525 1.414129 -0.667728 0.0563 -0.7755 0.0075 -0.89
B 0.812862 1.159785 0.233965 -1.1280 1.2172 0.1161 1.20
O 1.068490 1.951590 1.321499 0.1451 -1.0145 0.5796 -0.92
N 1.811763 -0.011957 0.006410 0.1757 -0.1742 0.1379 -0.60
C 2.688368 -0.346899 1.164844 0.7043 -0.5641 -0.2512 -0.23
C 1.999986 -1.164803 2.245416 -0.4392 -0.0243 0.3408 -0.24
N 0.651543 -1.629101 1.895435 0.4364 0.1261 -0.4722 -0.62
C 0.425167 -2.060008 0.539109 -0.5018 0.4574 -0.4118 0.20
O -0.974774 -1.868848 0.309967 0.0583 0.1567 0.5240 -0.41
N -1.551213 -3.014815 -0.289220 0.2949 -0.6356 0.0487 0.37
O -2.688638 -3.045203 -0.104396 -0.4394 0.1758 -0.2231 -0.21
C 1.192481 -1.266159 -0.510886 0.6769 -0.5912 -0.0875 -0.25
H -1.647927 0.516824 0.910792 0.0577 -0.2037 0.0250 0.19
H -2.516424 1.197431 -0.433584 -0.1491 0.2522 -0.1787 0.27
H -1.767939 2.242380 0.812724 -0.1262 0.3421 -0.0767 0.21
H -0.374585 2.405168 -1.124113 0.0773 0.0493 -0.3279 0.35
H -0.518013 0.692758 -1.468913 0.0003 0.1990 -0.3396 0.25
H 0.587142 1.573878 2.082596 0.2139 0.6062 -0.0900 0.52
H 2.444221 0.307381 -0.731483 -0.1525 0.1406 -0.0926 0.45
H 3.139457 0.543317 1.571654 -0.2170 0.4231 0.0299 0.25
H 3.512595 -0.929592 0.766660 0.0775 -0.1441 -0.2590 0.21
H 1.894330 -0.534726 3.120297 -0.0564 0.0386 0.2731 0.21
H 2.646228 -1.992784 2.532337 0.2170 -0.0636 -0.0591 0.20
H 0.401020 -2.401707 2.498628 -0.2044 0.2560 0.2359 0.39
H 0.643433 -3.111700 0.365729 -0.0210 -0.2498 -0.0314 0.19
H 0.558899 -1.078870 -1.362586 -0.2729 0.3718 -0.0437 0.28
H 2.004587 -1.884386 -0.882167 0.2823 -0.0431 0.0445 0.22
C -2.624938 2.546056 -3.058762 -0.1000 0.7888 -0.0354 0.94
O -3.666000 3.167234 -3.337336 0.2295 -0.1720 0.0120 -0.79
O -2.850482 1.176663 -2.759223 -0.1872 -0.1544 -0.0208 -0.81
O -1.445917 2.915877 -2.970071 0.2193 -0.1276 0.0506 -0.80
H -3.808919 1.180263 -2.886107 -0.0345 -0.4118 0.0460 0.48

---

Record 6
28
Properties=species:S:1:pos:R:3:forces:R:3:nbo_charge:R:1 method="wB97M-V/def2-TZVPD" e_above_lowest_kcal_mol=0.00 smiles=CCB(O)[C@H]1OC[C@H](N)[C@]1(C)S total_charge=0
C 3.157366 0.959805 -0.222744 0.0399 -0.8270 -0.6602 -0.59
C 2.523086 -0.471580 -0.452794 0.4379 0.1394 0.4760 -0.80
B 1.384251 -0.822528 0.604923 0.6621 0.1209 0.4525 1.06
O 1.822112 -1.235467 1.895636 -0.0399 0.2533 -2.0808 -0.90
C -0.205765 -0.796061 0.346657 1.5826 0.7414 -0.4478 -0.29
O -0.804327 -0.501459 1.607671 -0.4558 -0.3460 -0.1601 -0.54
C -2.033444 0.222216 1.425659 -0.0425 0.4623 0.4385 -0.08
C -2.317630 0.148788 -0.105783 0.4819 -0.3186 2.2936 -0.09
N -2.949746 -1.172715 -0.240699 0.0711 0.5641 -0.7365 -0.82
C -0.814220 0.260183 -0.610523 -2.2007 -0.5437 -0.0449 -0.12
C -0.380304 1.733832 -0.481670 0.1696 -0.1669 -0.5554 -0.65
S -0.853328 -0.052801 -2.424162 0.5920 -0.2174 -0.3299 -0.04
H 3.067513 1.261665 0.826561 0.0055 0.1750 -0.3171 0.21
H 4.223566 0.899154 -0.487309 -0.2939 0.1484 0.2325 0.21
H 2.720206 1.684848 -0.920342 -0.0055 0.0068 0.5072 0.20
H 2.240258 -0.626375 -1.504390 -0.0961 0.2738 0.3004 0.23
H 3.352205 -1.178337 -0.256511 -0.4431 0.0950 -0.0252 0.23
H 1.365787 -2.064270 2.038382 -0.4901 -0.1226 0.8983 0.49
H -0.438807 -1.802707 -0.069854 -0.3795 0.2468 0.3281 0.19
H -1.899848 1.230087 1.855146 0.0333 -0.1211 -0.5221 0.18
H -2.784622 -0.233503 2.093636 -0.0330 -0.0714 -0.6469 0.19
H -2.960666 0.968622 -0.446245 0.2289 -0.2341 -0.2010 0.21
H -2.561471 -1.685724 -1.022457 -0.2278 -0.0466 -0.0825 0.35
H -2.785027 -1.708326 0.597680 0.0318 -0.1781 -0.0467 0.36
H -1.017772 2.357571 -1.131696 0.1497 -0.2875 0.1863 0.23
H -0.487502 2.138753 0.530728 0.2438 -0.3529 -0.1568 0.23
H 0.645865 1.847466 -0.851775 -0.2187 0.0856 0.3203 0.23
H -1.207737 -1.361137 -2.593723 0.1964 0.5213 0.5804 0.12

---

DFT total energy list, top to bottom, in eV: -30662.5085; -29672.0116; -16788.4103; -37364.3394; -24946.8917; -24615.2891
HOMO-LUMO gap list, top to bottom, in eV: 9.1; 9.2; 9.8; 2.9; 5.9; 9.6